Entry 1:
This record from the OMol25 dataset describes a structure of composition C25H23N4ORhS4. The level of theory is ωB97M-V/def2-TZVPD.

multiplicity: 1
strongest force on any atom: 0.74 eV/A
lowest unoccupied orbital energy: -1.4 eV
HOMO-LUMO gap: 5.967 eV
E_HOMO: -0.2724 Eh
calculated total energy: -80657.628 eV

CARTESIAN COORDINATES (ANGSTROEM)
Rh1 0.987 0.114 -0.433
S1 -1.360 7.132 -0.521
S2 2.491 -0.476 -2.045
S3 4.951 -1.897 -1.136
S4 2.739 -0.935 0.665
O1 -0.181 -1.485 -0.280
N1 0.126 6.540 -0.322
N2 -0.599 1.201 -1.328
N3 -2.141 5.783 -0.931
N4 1.807 1.993 -0.517
C1 -1.248 4.807 -0.926
C2 -0.005 -4.148 2.893
C3 2.488 4.664 -0.180
C4 -0.033 -3.715 0.506
C5 -2.341 -0.256 1.671
C6 -2.737 2.919 -1.709
C7 -0.089 0.629 2.329
C8 0.102 -4.584 1.581
C9 -0.343 -2.826 3.119
C10 0.878 2.962 -0.666
C11 0.058 5.242 -0.570
C12 -0.035 -4.299 -0.895
C13 -1.749 0.740 -1.787
C14 3.522 -1.170 -0.842
C15 -1.051 -0.550 2.440
C16 -0.484 -1.915 2.073
C17 3.065 2.339 -0.288
C18 3.443 3.675 -0.120
C19 -0.463 2.518 -1.088
C20 -1.396 -4.074 -1.561
C21 -0.224 -2.343 0.758
C22 1.090 -3.785 -1.794
C23 1.167 4.304 -0.471
C24 -1.512 3.412 -1.249
C25 -2.849 1.576 -1.997
H1 -2.203 -4.504 -0.966
H2 -3.078 -1.042 1.838
H3 2.734 5.704 -0.019
H4 0.102 -5.378 -0.770
H5 -2.774 0.697 1.986
H6 0.123 -4.836 3.718
H7 -0.535 1.532 2.755
H8 0.289 -5.632 1.377
H9 -3.572 3.597 -1.828
H10 3.782 1.531 -0.221
H11 0.859 0.437 2.831
H12 -1.317 -0.624 3.498
H13 -1.418 -4.527 -2.555
H14 -2.140 -0.208 0.602
H15 -3.769 1.160 -2.379
H16 -1.577 -3.004 -1.668
H17 0.897 -2.760 -2.097
H18 -0.524 -2.486 4.132
H19 0.138 0.883 1.281
H20 -1.785 -0.326 -1.980
H21 4.480 3.908 0.070
H22 2.057 -3.817 -1.289
H23 1.158 -4.399 -2.696

=====

Entry 2:
This record from the OMol25 dataset describes the molecule C2H3BrClNO at a distorted geometry. The level of theory is ωB97M-V/def2-TZVPD.

multiplicity: 3
strongest force on any atom: 8.37 eV/A
lowest unoccupied orbital energy (spin up / spin down): 0.6 / -3.0 eV
HOMO-LUMO gap (spin up / spin down): 5.915 / 6.426 eV
E_HOMO (spin up / spin down): -0.1956 / -0.3482 Eh
calculated total energy: -88218.358 eV

CARTESIAN COORDINATES (ANGSTROEM)
Br1 -3.643 0.200 -0.473
Cl1 1.787 1.427 -0.636
O1 0.199 -0.381 0.670
N1 -2.253 -0.325 0.567
C1 -1.033 -0.102 0.097
C2 1.700 -0.127 0.144
H1 -0.916 0.393 -0.876
H2 1.906 -0.927 -0.567
H3 2.254 -0.159 1.073

=====

Entry 3:
This record from the OMol25 dataset describes a cluster of 6 separate species, C12H36O9 in total at a distorted geometry. The level of theory is ωB97M-V/def2-TZVPD.

multiplicity: 1
strongest force on any atom: 2.74 eV/A
lowest unoccupied orbital energy: 0.4 eV
structure (SMILES): OCCO.OCCO.OCCO.CCO.CCO.CCO
HOMO-LUMO gap: 10.415 eV
E_HOMO: -0.3688 Eh
calculated total energy: -31451.059 eV

CARTESIAN COORDINATES (ANGSTROEM)
O1 10.203 28.968 -25.422
O2 9.844 27.506 -28.143
O3 14.770 32.593 -12.460
O4 15.752 29.813 -17.426
O5 10.397 34.401 -25.113
O6 8.330 33.965 -22.823
O7 22.289 25.175 -13.568
O8 19.810 26.713 -14.347
O9 10.164 26.948 -13.118
C1 16.025 33.799 -10.752
C2 15.079 30.590 -19.529
C3 10.533 34.747 -23.728
C4 10.714 26.536 -15.520
C5 11.210 28.672 -26.393
C6 20.995 24.683 -13.833
C7 11.074 26.185 -14.002
C8 9.152 35.094 -23.118
C9 16.246 30.231 -18.709
C10 20.217 25.508 -14.864
C11 16.025 32.779 -11.880
C12 10.674 28.649 -27.850
H1 16.776 33.177 -12.562
H2 16.861 29.468 -19.186
H3 20.623 27.028 -13.945
H4 10.529 27.819 -12.948
H5 10.166 29.594 -28.044
H6 10.022 29.904 -25.309
H7 9.342 35.583 -22.163
H8 12.120 26.438 -13.825
H9 11.913 29.484 -26.206
H10 7.465 34.325 -22.617
H11 15.641 34.734 -11.158
H12 19.330 24.979 -15.211
H13 14.581 31.426 -19.039
H14 22.928 24.571 -13.953
H15 11.194 35.613 -23.760
H16 16.986 33.896 -10.245
H17 11.285 25.906 -16.201
H18 11.083 34.021 -23.131
H19 14.325 29.808 -19.613
H20 9.158 27.468 -27.473
H21 11.254 34.310 -25.538
H22 20.468 24.523 -12.892
H23 16.457 31.808 -11.638
H24 21.165 23.637 -14.087
H25 9.666 26.392 -15.781
H26 16.501 29.309 -17.100
H27 11.668 27.723 -26.116
H28 10.895 25.144 -13.734
H29 15.365 33.492 -9.941
H30 10.933 27.551 -15.850
H31 15.410 30.841 -20.536
H32 16.928 31.056 -18.502
H33 8.703 35.774 -23.841
H34 21.001 25.754 -15.580
H35 14.863 32.038 -13.237
H36 11.538 28.531 -28.504

=====

Entry 4:
This record from the OMol25 dataset describes the ion C3H2F3O3P with charge -2 at a distorted geometry. The level of theory is ωB97M-V/def2-TZVPD.

multiplicity: 1
total charge: -2
strongest force on any atom: 4.25 eV/A
lowest unoccupied orbital energy: 6.6 eV
structure (SMILES): C=C(F)C(F)(F)P(=O)([O-])[O-]
HOMO-LUMO gap: 6.323 eV
E_HOMO: 0.0111 Eh
calculated total energy: -26727.002 eV

CARTESIAN COORDINATES (ANGSTROEM)
P1 1.629 -0.330 0.666
F1 -0.314 1.753 1.274
F2 -2.643 0.222 -0.300
F3 -1.085 -0.075 1.923
O1 2.333 -0.160 2.016
O2 2.188 0.575 -0.367
O3 1.247 -1.772 0.271
C1 -0.816 -0.181 -1.700
C2 -0.249 0.444 1.007
C3 -1.264 0.163 -0.530
H1 -1.343 -0.409 -2.533
H2 0.316 -0.230 -1.727

=====

Entry 5:
This record from the OMol25 dataset describes the molecule C5H7FOS at a distorted geometry. The level of theory is ωB97M-V/def2-TZVPD.

multiplicity: 1
strongest force on any atom: 4.06 eV/A
lowest unoccupied orbital energy: 0.8 eV
structure (SMILES): C[C@]1(CF)OC=CS1
HOMO-LUMO gap: 8.516 eV
E_HOMO: -0.2840 Eh
calculated total energy: -20896.336 eV

CARTESIAN COORDINATES (ANGSTROEM)
S1 0.949 0.602 -1.053
F1 -1.202 -1.673 -0.570
O1 -0.061 -0.308 1.254
C1 1.986 -0.330 0.048
C2 -0.556 0.414 0.055
C3 -1.019 1.725 0.694
C4 -1.708 -0.376 -0.421
C5 1.197 -0.812 1.100
H1 -1.672 2.296 0.030
H2 3.134 -0.370 -0.135
H3 -1.596 1.800 1.638
H4 -2.572 -0.383 0.142
H5 -2.005 0.116 -1.387
H6 -0.023 2.331 0.902
H7 1.456 -1.634 1.903

=====

Entry 6:
This record from the OMol25 dataset describes a structure of composition C2H3NO2 at a distorted geometry. The level of theory is ωB97M-V/def2-TZVPD.

multiplicity: 1
strongest force on any atom: 5.96 eV/A
lowest unoccupied orbital energy (spin up / spin down): 0.5 / 0.5 eV
HOMO-LUMO gap (spin up / spin down): 8.894 / 8.895 eV
E_HOMO (spin up / spin down): -0.3096 / -0.3096 Eh
calculated total energy: -7701.353 eV

CARTESIAN COORDINATES (ANGSTROEM)
O1 -0.620 -1.014 -0.072
O2 -2.313 0.382 0.224
N1 -1.149 0.209 0.080
C1 0.678 -0.514 -0.062
C2 0.293 0.909 -0.094
H1 0.825 1.872 -0.042
H2 1.171 -1.056 -0.936
H3 1.115 -0.789 0.903

=====

Entry 7:
This record from the OMol25 dataset describes the ion C3H7N2S with charge +1 at a distorted geometry. The level of theory is ωB97M-V/def2-TZVPD.

multiplicity: 1
total charge: +1
strongest force on any atom: 2.45 eV/A
lowest unoccupied orbital energy: -4.1 eV
structure (SMILES): [NH2+]=C1CCSN1
HOMO-LUMO gap: 9.103 eV
E_HOMO: -0.4843 Eh
calculated total energy: -17032.610 eV

CARTESIAN COORDINATES (ANGSTROEM)
S1 -2.406 0.444 0.083
N1 -1.025 1.405 -0.107
N2 1.413 1.237 0.039
C1 -1.374 -1.131 -0.221
C2 -0.014 -0.736 0.302
C3 0.148 0.771 0.053
H1 -1.281 2.367 0.087
H2 -1.640 -2.098 0.327
H3 1.571 2.104 -0.527
H4 -1.496 -1.202 -1.371
H5 0.198 -1.031 1.368
H6 0.782 -1.187 -0.368
H7 2.164 0.549 -0.060

=====

Entry 8:
This record from the OMol25 dataset describes a structure of composition C16H32Cl2CoOP3 at a distorted geometry. The level of theory is ωB97M-V/def2-TZVPD.

multiplicity: 5
total charge: +2
strongest force on any atom: 4.54 eV/A
lowest unoccupied orbital energy (spin up / spin down): -6.3 / -9.0 eV
HOMO-LUMO gap (spin up / spin down): 8.229 / 5.839 eV
E_HOMO (spin up / spin down): -0.5321 / -0.5442 Eh
calculated total energy: -109681.778 eV

CARTESIAN COORDINATES (ANGSTROEM)
Co1 1.277 -0.240 0.540
Cl1 3.339 -0.030 0.761
Cl2 1.247 -0.175 2.802
P1 1.143 -2.377 -0.095
P2 -1.355 -0.426 1.010
P3 0.851 1.754 -0.370
O1 2.966 -0.241 -1.938
C1 -3.228 0.609 -0.822
C2 0.116 -2.935 -1.496
C3 0.774 -3.426 1.370
C4 0.221 2.847 0.953
C5 -4.214 1.489 -1.276
C6 -2.634 0.788 0.442
C7 -2.335 -1.934 0.623
C8 2.740 -3.119 -0.579
C9 -0.268 1.976 -1.787
C10 2.303 2.714 -0.935
C11 -4.604 2.572 -0.481
C12 -3.056 1.861 1.247
C13 3.789 -0.132 -1.052
C14 5.257 -0.045 -1.147
C15 -1.767 -0.408 2.810
C16 -4.023 2.757 0.774
H1 -0.277 -3.382 1.668
H2 2.588 -4.187 -0.780
H3 -4.322 3.603 1.407
H4 0.432 -3.939 -1.809
H5 5.581 0.905 -0.707
H6 -5.366 3.268 -0.842
H7 -0.119 1.144 -2.486
H8 3.112 -2.628 -1.484
H9 2.805 2.177 -1.746
H10 -2.639 2.007 2.246
H11 -0.035 2.918 -2.300
H12 1.042 -4.465 1.138
H13 -1.315 1.985 -1.469
H14 3.002 2.865 -0.106
H15 0.601 3.862 0.783
H16 -1.839 -2.844 0.971
H17 -1.247 -1.245 3.293
H18 1.956 3.687 -1.303
H19 -1.405 0.523 3.261
H20 -4.675 1.325 -2.251
H21 -2.529 -2.009 -0.451
H22 3.471 -3.001 0.228
H23 -2.914 -0.218 -1.465
H24 5.600 -0.106 -2.181
H25 1.382 -3.071 2.211
H26 -0.875 2.867 0.954
H27 5.698 -0.862 -0.566
H28 -3.298 -1.837 1.143
H29 0.573 2.482 1.925
H30 0.269 -2.242 -2.333
H31 -2.852 -0.503 2.948
H32 -0.948 -2.957 -1.249

=====

Entry 9:
This record from the OMol25 dataset describes a structure of composition C16H21N2O4STa at a distorted geometry. The level of theory is ωB97M-V/def2-TZVPD.

multiplicity: 1
total charge: +2
strongest force on any atom: 1.70 eV/A
lowest unoccupied orbital energy: -7.9 eV
HOMO-LUMO gap: 7.243 eV
E_HOMO: -0.5565 Eh
calculated total energy: -40476.323 eV

CARTESIAN COORDINATES (ANGSTROEM)
Ta1 0.409 0.118 0.000
S1 1.755 0.347 2.080
O1 1.653 -0.977 1.332
O2 2.102 1.285 0.969
O3 0.362 0.649 2.424
O4 -0.620 1.556 -0.298
N1 -0.420 -1.213 -1.419
N2 1.733 0.092 -1.536
C1 -1.901 -3.385 0.726
C2 -2.601 2.720 -1.023
C3 -1.847 -2.101 0.221
C4 2.885 0.305 3.378
C5 -1.760 -2.506 2.983
C6 3.540 0.074 -2.888
C7 -1.285 2.913 -0.319
C8 0.374 -1.613 -2.387
C9 1.588 -0.944 -2.478
C10 -1.758 -1.793 -1.241
C11 2.691 -0.963 -3.312
C12 -0.329 3.866 -0.981
C13 -1.864 -3.581 2.102
C14 -1.731 -1.009 1.095
C15 -1.698 -1.221 2.486
C16 2.937 0.687 -1.811
H1 2.462 -0.338 4.151
H2 -2.517 -1.068 -1.542
H3 -0.779 4.859 -0.972
H4 -3.283 2.088 -0.455
H5 -2.453 2.297 -2.018
H6 -1.869 -2.677 -1.868
H7 -1.669 -0.378 3.159
H8 4.485 0.358 -3.320
H9 0.619 3.923 -0.448
H10 -1.978 -0.006 0.742
H11 -1.420 3.152 0.734
H12 -1.923 -4.588 2.495
H13 2.861 -1.649 -4.128
H14 -0.143 3.587 -2.018
H15 0.083 -2.411 -3.063
H16 3.296 1.517 -1.224
H17 2.993 1.334 3.726
H18 -3.074 3.695 -1.143
H19 3.822 -0.089 2.984
H20 -1.975 -4.232 0.056
H21 -1.755 -2.679 4.050

=====

Entry 10:
This record from the OMol25 dataset describes the molecule C4H7NOS at a distorted geometry. The level of theory is ωB97M-V/def2-TZVPD.

multiplicity: 1
strongest force on any atom: 3.57 eV/A
lowest unoccupied orbital energy: 0.8 eV
HOMO-LUMO gap: 9.449 eV
E_HOMO: -0.3179 Eh
calculated total energy: -18631.541 eV

CARTESIAN COORDINATES (ANGSTROEM)
S1 3.292 -0.413 -0.046
O1 1.176 1.087 0.325
N1 0.294 -1.031 -0.888
C1 -2.001 -0.879 -0.027
C2 -0.203 0.994 0.398
C3 1.757 0.322 -0.625
C4 -0.562 -0.442 -0.221
H1 1.929 0.675 -1.642
H2 -2.371 -1.801 -0.412
H3 -0.716 1.691 -0.219
H4 -1.983 -0.738 1.028
H5 2.709 -0.517 1.177
H6 -2.692 -0.085 -0.256
H7 -0.628 1.135 1.408

=====

Entry 11:
This record from the OMol25 dataset describes the molecule C21H28N4O4. The level of theory is ωB97M-V/def2-TZVPD.

multiplicity: 1
strongest force on any atom: 0.99 eV/A
lowest unoccupied orbital energy: -0.3 eV
structure (SMILES): C=CCNC(=O)NC(=O)COC(=O)/C(C#N)=C/c1cc(C)n(CCC(C)C)c1C
HOMO-LUMO gap: 7.961 eV
E_HOMO: -0.3047 Eh
calculated total energy: -36382.722 eV

CARTESIAN COORDINATES (ANGSTROEM)
O1 4.076 1.551 -1.157
O2 2.583 -3.848 0.665
O3 5.754 -0.747 1.853
O4 2.349 -1.736 1.420
N1 4.098 -0.027 0.466
N2 6.003 1.219 0.010
N3 -3.021 0.183 -1.003
N4 -0.211 -4.657 -1.221
C1 -1.876 0.194 -0.283
C2 -2.105 -1.825 -1.280
C3 -4.289 -1.379 -2.535
C4 -5.020 0.992 1.227
C5 4.614 -0.812 1.441
C6 3.625 -1.816 2.023
C7 1.928 -2.839 0.724
C8 6.830 2.119 -0.754
C9 -3.165 -1.045 -1.622
C10 -1.260 -1.059 -0.421
C11 -4.873 2.403 1.791
C12 8.146 0.131 -1.539
C13 7.944 1.433 -1.491
C14 0.156 -3.734 -0.646
C15 -5.243 1.019 -0.290
C16 4.728 0.982 -0.311
C17 0.630 -2.620 0.078
C18 -6.187 0.283 1.911
C19 -1.395 1.393 0.453
C20 -3.969 1.263 -1.110
C21 -0.033 -1.430 0.174
H1 -1.252 2.232 -0.230
H2 -4.458 -0.587 -3.264
H3 0.448 -0.675 0.782
H4 6.434 0.641 0.724
H5 -1.931 -2.829 -1.602
H6 4.032 -2.827 1.888
H7 -4.633 2.366 2.851
H8 8.968 -0.291 -2.092
H9 -0.441 1.185 0.928
H10 -5.219 -1.545 -1.992
H11 7.503 -0.572 -1.037
H12 -6.053 0.283 2.990
H13 3.521 -1.621 3.095
H14 -3.487 2.186 -0.786
H15 -5.677 0.068 -0.597
H16 -4.044 -2.293 -3.069
H17 -4.109 0.419 1.435
H18 -7.124 0.788 1.683
H19 -5.961 1.804 -0.534
H20 6.177 2.629 -1.470
H21 -5.805 2.951 1.674
H22 -2.098 1.697 1.227
H23 -4.088 2.961 1.285
H24 -6.262 -0.749 1.577
H25 7.256 2.876 -0.083
H26 3.128 -0.182 0.214
H27 8.604 2.115 -2.010
H28 -4.245 1.379 -2.163

=====

Entry 12:
This record from the OMol25 dataset describes a structure of composition C25H43BiCl5N3O6Si at a distorted geometry. The level of theory is ωB97M-V/def2-TZVPD.

multiplicity: 1
strongest force on any atom: 2.86 eV/A
lowest unoccupied orbital energy (spin up / spin down): -0.3 / -0.3 eV
HOMO-LUMO gap (spin up / spin down): 3.118 / 3.119 eV
E_HOMO (spin up / spin down): -0.1264 / -0.1264 Eh
calculated total energy: -119706.094 eV

CARTESIAN COORDINATES (ANGSTROEM)
Bi1 0.409 1.071 2.119
Cl1 4.334 1.356 0.115
Cl2 4.092 -0.591 -2.031
Cl3 -0.955 -0.839 1.243
Cl4 4.833 -1.456 0.684
Cl5 0.000 0.185 4.439
Si1 -0.617 -2.746 2.690
O1 -2.139 -1.601 -1.273
O2 2.459 1.793 3.323
O3 0.496 1.975 -0.363
O4 -2.207 1.978 1.627
O5 2.083 -0.269 1.358
O6 1.545 -1.019 -0.709
N1 1.768 3.351 -1.649
N2 -3.581 0.987 0.027
N3 4.372 1.221 4.437
C1 2.828 3.510 -2.647
C2 -1.790 -2.515 4.122
C3 3.451 1.016 3.495
C4 -4.398 1.416 -1.110
C5 0.656 1.044 -4.407
C6 5.349 0.173 4.713
C7 2.348 -0.571 0.113
C8 0.925 4.499 -1.345
C9 -2.618 1.847 0.452
C10 -0.750 -0.181 -2.820
C11 1.156 -2.732 3.288
C12 3.868 -0.334 -0.291
C13 -2.334 -2.331 -2.584
C14 -3.202 -1.813 -3.566
C15 -4.430 -2.475 -4.083
C16 -4.175 -0.031 0.886
C17 -1.587 0.943 -2.761
C18 -2.247 -3.823 -2.366
C19 -1.042 -1.472 -2.124
C20 -1.301 2.104 -3.480
C21 4.312 2.342 5.366
C22 -0.189 2.156 -4.327
C23 -0.984 -4.306 1.809
C24 1.436 2.144 -1.186
C25 0.393 -0.106 -3.655
H1 -5.444 1.534 -0.786
H2 3.645 2.797 -2.447
H3 6.262 0.661 5.073
H4 -0.475 -4.386 0.838
H5 5.238 2.293 5.943
H6 0.605 4.454 -0.305
H7 -1.240 -4.198 -2.590
H8 -4.941 -1.749 -4.738
H9 2.041 1.298 -1.581
H10 5.535 -0.378 3.784
H11 0.028 3.054 -4.924
H12 3.204 4.539 -2.584
H13 -2.854 -0.994 -4.198
H14 -2.394 0.904 -2.040
H15 -2.895 -4.351 -3.074
H16 -5.252 0.011 0.731
H17 1.554 1.080 -5.037
H18 -4.368 0.675 -1.926
H19 1.879 -2.256 2.618
H20 -2.071 -4.426 1.692
H21 -2.552 -3.310 4.043
H22 4.947 -0.507 5.479
H23 -0.610 -5.104 2.469
H24 1.230 -2.247 4.267
H25 1.092 -0.942 -3.648
H26 -2.533 -4.055 -1.327
H27 -4.005 2.380 -1.483
H28 3.466 2.269 6.054
H29 2.442 3.336 -3.668
H30 -1.242 -2.685 5.065
H31 -3.921 0.166 1.922
H32 -1.935 2.984 -3.365
H33 -0.175 -2.030 -1.747
H34 -5.153 -2.816 -3.316
H35 3.609 0.133 2.860
H36 -3.824 -1.022 0.588
H37 1.517 5.396 -1.519
H38 0.049 4.530 -2.000
H39 1.445 -3.786 3.420
H40 -4.252 -3.346 -4.739
H41 4.260 3.305 4.843
H42 -2.294 -1.546 4.209
H43 -2.184 2.436 -0.389

=====

The highest calculated total energy belongs to which entry? C2H3NO2

=====

What is the calculated total energy in the sixth record? -7701.353 eV

=====

The lowest strongest force on any atom belongs to which entry? C25H23N4ORhS4